Record 1
C2H8S3 | wB97M-V/def2-TZVPD

Values from the calculation:
E, eV: -34708.020
HOMO energy, eV: -8.9
Energy above the lowest of the compared OMol25 structures with the same formula, charge and spin, kJ/mol: 132.87
Kohn-Sham gap, eV: 8.6
SMILES: CSS.CS

Geometry as ORCA input:
```
! RIJCOSX wB97M-V def2-TZVPD def2/J DEFGRID3
* xyz 0 1
C 0.00217 3.75232 0.64605
S 0.44204 2.15771 1.41239
S 1.48505 1.15195 -0.34968
H -0.87544 3.78969 -0.13511
H -0.25904 4.46338 1.39018
H 0.82934 3.98803 0.09428
H 0.56390 1.30223 -1.24469
C -1.16026 -2.31394 -0.31273
S -1.15900 -4.02101 -1.14811
H -0.70367 -1.66159 -0.98905
H -0.70085 -2.13458 0.66401
H -2.22285 -2.32105 -0.12778
H -1.97233 -4.67485 -0.28533
*
```

=====

Record 2
C2H8S3 | wB97M-V/def2-TZVPD

Values from the calculation:
E, eV: -34708.834
HOMO energy, eV: -8.4
Energy above the lowest of the compared OMol25 structures with the same formula, charge and spin, kJ/mol: 54.39
Kohn-Sham gap, eV: 8.9
SMILES: CSS.CS

Geometry as ORCA input:
```
! RIJCOSX wB97M-V def2-TZVPD def2/J DEFGRID3
* xyz 0 1
C -0.85615 0.48095 0.30540
S -1.97036 0.63077 -1.15689
S -3.66033 1.42527 -0.22899
H -1.14262 1.21617 1.05100
H 0.10533 0.70244 -0.14407
H -0.94677 -0.56946 0.55937
H -4.59737 0.76512 -0.91249
C 2.06129 -1.16148 -0.17935
S 3.10428 -0.07391 0.82722
H 1.31417 -1.74672 0.34466
H 1.69438 -0.57502 -1.01566
H 2.75047 -1.86697 -0.64178
H 2.14369 0.77283 1.19159
*
```